Computed, not measured: C30H23LuN6 as an isolated structure in a non-equilibrium geometry, with ωB97M-V/def2-TZVPD.

XYZ file:
```
60
Properties=species:S:1:pos:R:3:mulliken_charge:R:1
Lu -0.241 -0.761 -0.106 1.91
C 4.311 -0.900 -1.192 -1.08
C 2.925 -1.177 -1.150 -0.41
N 2.040 -0.267 -0.791 -0.57
C 2.485 0.998 -0.488 -0.09
C 3.846 1.337 -0.444 1.10
C 4.769 0.337 -0.785 -0.44
C 4.227 2.658 0.008 -1.00
C 3.275 3.556 0.303 -0.70
C 1.886 3.271 0.226 1.12
C 0.852 4.198 0.550 -0.84
C -0.421 3.741 0.569 -1.36
C -0.692 2.382 0.265 -0.22
N 0.211 1.524 -0.089 0.28
C 1.512 1.950 -0.133 0.03
H 4.971 -1.685 -1.504 0.46
H 2.551 -2.109 -1.503 0.94
H 5.858 0.541 -0.761 0.43
H 5.300 2.967 0.090 0.37
H 3.624 4.539 0.651 0.39
H 1.175 5.203 0.812 0.48
H -1.266 4.322 0.799 0.57
H -1.727 2.045 0.288 0.79
C -3.449 -0.841 -1.241 -1.27
N -2.240 -1.614 -0.861 -0.39
C -2.106 -2.881 -1.158 0.14
C -0.922 -3.584 -0.827 -0.05
C -0.693 -4.962 -0.707 -0.78
C 0.620 -5.162 -0.287 -0.82
C 1.142 -3.902 -0.092 -0.61
N 0.221 -2.920 -0.384 0.08
C -2.990 0.423 -1.997 0.43
C -2.292 0.182 -3.186 -0.10
C -1.799 1.180 -3.985 -0.99
C -2.187 2.490 -3.666 -0.37
C -2.990 2.776 -2.566 -0.72
C -3.395 1.721 -1.745 -0.11
H -3.964 -0.547 -0.337 0.36
H -4.094 -1.438 -1.903 0.47
H -2.858 -3.375 -1.734 0.49
H -1.300 -5.787 -0.959 0.52
H 1.113 -6.133 -0.126 0.45
H 2.141 -3.623 0.203 0.67
H -2.065 -0.806 -3.506 0.44
H -1.218 0.997 -4.850 0.52
H -1.759 3.287 -4.267 0.41
H -3.264 3.818 -2.363 0.44
H -4.037 1.858 -0.882 0.51
N -1.762 2.044 5.650 -0.36
C -1.354 1.175 5.033 -0.21
C -0.914 -0.011 4.298 -0.25
C -0.674 -1.202 4.942 -0.06
C -0.200 -2.282 4.243 -0.98
C 0.048 -2.130 2.904 -0.14
N -0.222 -0.984 2.259 -0.28
C -0.640 0.045 2.967 0.32
H -0.912 -1.319 5.975 0.54
H -0.037 -3.205 4.769 0.47
H 0.343 -2.950 2.315 0.42
H -0.759 0.989 2.453 0.63
```

The calculation puts the HOMO-LUMO gap at 7.111 eV. For the electronic energy, the calculation gives -2720.694183 a.u. Its net charge is +2.